1.
63
Properties=species:S:1:pos:R:3 method="wB97M-V/def2-TZVPD" total_charge=-2 energy_ev=-82135.18026 fmax_ha_per_bohr=0.03020 spin_multiplicity=1
Tl 0.58 -0.54 -2.58
O -3.96 4.24 -2.21
C -4.58 3.30 -1.55
O -5.73 3.41 -1.20
C -3.79 2.07 -1.21
C -4.28 0.97 -0.53
Cl -5.90 0.65 -0.12
N -3.26 0.11 -0.30
N -2.13 0.61 -0.82
C -2.41 1.77 -1.38
C -1.28 2.55 -2.02
O -1.57 3.65 -2.56
O -0.15 2.07 -1.94
C -3.16 -1.10 0.41
C -2.01 -1.86 0.21
C -1.83 -3.04 0.91
C -2.79 -3.48 1.80
C -3.93 -2.72 2.00
C -4.12 -1.53 1.32
H -2.92 4.00 -2.40
H -1.27 -1.53 -0.49
H -0.94 -3.62 0.73
H -2.66 -4.41 2.34
H -4.69 -3.07 2.69
H -5.01 -0.95 1.51
N 2.52 0.05 4.02
C 2.08 -0.14 2.72
C 2.70 -1.05 1.87
C 2.19 -1.24 0.60
N 1.13 -0.59 0.14
C 0.53 0.27 0.95
C 0.95 0.53 2.24
H 3.49 -0.19 4.18
H 2.24 0.92 4.44
H 3.58 -1.59 2.20
H 2.67 -1.90 -0.11
H -0.33 0.77 0.52
H 0.43 1.24 2.86
O -0.80 -2.97 -2.86
N -1.52 -3.70 -2.10
C -2.83 -3.78 -2.28
C -3.58 -3.13 -3.28
N -4.17 -2.61 -4.12
C -3.60 -4.58 -1.43
N -4.30 -5.22 -0.77
C 4.07 2.97 2.44
C 4.00 2.29 1.11
C 2.98 2.57 0.20
C 2.89 1.90 -1.01
C 3.85 0.95 -1.33
C 4.88 0.69 -0.45
C 4.96 1.35 0.76
S 3.73 -0.12 -2.78
O 5.11 -0.28 -3.23
O 2.86 0.52 -3.75
O 3.17 -1.35 -2.20
H 3.09 3.35 2.73
H 4.76 3.82 2.41
H 4.42 2.28 3.21
H 2.22 3.30 0.46
H 2.08 2.09 -1.69
H 5.62 -0.05 -0.74
H 5.76 1.12 1.45

---

2.
59
Properties=species:S:1:pos:R:3 method="wB97M-V/def2-TZVPD" relative_energy_kcal_mol=0.00 fmax_ha_per_bohr=0.04696 spin_multiplicity=2 s_squared=0.7700
Ru 1.18 -0.17 0.08
C -4.20 0.30 -4.30
C -2.68 0.29 -4.48
C -2.33 0.71 -5.92
C -2.17 -1.14 -4.27
C -2.04 1.27 -3.51
C -2.40 2.63 -3.57
C -1.88 3.58 -2.72
C -0.96 3.17 -1.77
S -0.10 4.10 -0.57
C 0.68 2.66 -0.04
N 0.34 1.58 -0.69
C -0.59 1.83 -1.69
C -1.13 0.88 -2.55
C 1.73 2.52 0.95
C 2.28 3.56 1.69
C 3.37 3.31 2.51
C 3.92 2.04 2.56
C 3.36 0.99 1.83
C 2.24 1.21 1.05
H -4.66 -0.43 -4.97
H -4.63 1.27 -4.52
H -4.47 0.04 -3.27
H -2.77 0.01 -6.63
H -1.25 0.71 -6.07
H -2.71 1.70 -6.15
H -2.64 -1.80 -4.99
H -2.42 -1.51 -3.27
H -1.09 -1.21 -4.41
H -3.12 2.95 -4.32
H -2.18 4.62 -2.80
H -0.81 -0.15 -2.46
H 1.87 4.56 1.62
H 3.81 4.11 3.09
H 4.79 1.85 3.17
H 3.82 0.01 1.87
O -2.04 -0.40 2.71
C -0.86 -0.56 2.47
O -0.28 0.06 1.46
C -0.12 -1.52 3.40
C 1.27 -1.59 3.53
C 1.78 -2.58 4.39
C 1.00 -3.50 5.05
C -0.36 -3.38 4.87
C -0.94 -2.41 4.09
N -1.24 -4.34 5.60
O -0.70 -5.15 6.32
O -2.43 -4.24 5.41
N 3.24 -2.70 4.55
O 3.94 -1.90 3.97
O 3.66 -3.60 5.25
H 1.82 -0.66 3.48
H 1.43 -4.26 5.68
H -2.01 -2.33 3.99
S 1.36 -3.42 0.07
C 1.53 -2.00 0.64
Se 4.29 -0.78 -3.62
C 3.15 -0.50 -2.32
N 2.38 -0.31 -1.45

---

3.
52
Properties=species:S:1:pos:R:3 method="wB97M-V/def2-TZVPD" energy_ev=-108461.45749 fmax_ha_per_bohr=0.01109 spin_multiplicity=1
Br 3.26 -0.83 0.02
C 1.86 -0.85 -1.26
C 2.19 -0.74 -2.63
C 1.18 -0.73 -3.55
C -0.18 -0.84 -3.17
N -1.15 -0.81 -4.13
C -2.36 -0.92 -3.67
C -2.67 -1.04 -2.30
N -1.77 -1.04 -1.37
C -0.49 -0.94 -1.80
C 0.56 -0.94 -0.85
H 3.22 -0.67 -2.92
H 1.40 -0.64 -4.60
H -3.17 -0.91 -4.39
H -3.71 -1.11 -2.02
H 0.33 -1.00 0.20
F -6.24 -2.04 -2.49
C -6.06 -3.04 -1.61
C -6.32 -4.34 -2.01
C -6.14 -5.37 -1.10
C -5.70 -5.10 0.19
C -5.44 -3.79 0.57
C -5.62 -2.75 -0.33
H -6.67 -4.53 -3.01
H -6.33 -6.39 -1.40
H -5.55 -5.91 0.89
H -5.10 -3.57 1.57
H -5.42 -1.72 -0.05
F 1.14 0.61 1.91
C 0.27 1.54 2.34
C 0.58 2.27 3.47
C -0.32 3.24 3.91
C -1.51 3.45 3.22
C -1.79 2.70 2.09
C -0.90 1.74 1.64
H 1.50 2.09 4.00
H -0.09 3.82 4.79
H -2.21 4.20 3.56
H -2.72 2.86 1.55
H -1.11 1.14 0.76
F 9.13 3.65 0.93
C 7.86 3.19 1.05
C 7.25 2.61 -0.05
C 5.95 2.15 0.08
C 5.28 2.27 1.29
C 5.92 2.86 2.38
C 7.22 3.32 2.26
H 7.79 2.53 -0.98
H 5.46 1.68 -0.76
H 4.27 1.90 1.39
H 5.40 2.96 3.32
H 7.73 3.78 3.10

---

4.
58
Properties=species:S:1:pos:R:3 method="wB97M-V/def2-TZVPD" total_charge=+1 energy_ev=-119870.59916 fmax_ha_per_bohr=0.07536 spin_multiplicity=2 s_squared=0.7978
Yb -0.94 -0.06 0.38
O 4.60 -1.15 -4.64
C 3.62 -1.91 -4.66
O 3.22 -2.73 -5.53
C 2.75 -1.78 -3.44
C 3.18 -1.56 -2.10
C 2.26 -1.38 -1.03
N 0.91 -1.38 -1.27
C 0.52 -1.50 -2.56
C 1.36 -1.97 -3.57
C -0.86 -1.10 -2.85
C -1.30 -0.85 -4.15
C -2.63 -0.50 -4.36
C -3.53 -0.61 -3.29
C -3.04 -0.87 -2.02
N -1.73 -0.96 -1.81
C 2.89 -1.32 0.37
C 3.95 -2.11 0.80
C 4.28 -2.26 2.18
C 3.46 -1.74 3.12
C 2.12 -1.26 2.68
N 2.27 -0.58 1.34
H 4.26 -1.47 -1.88
H 0.94 -2.49 -4.43
H -0.61 -1.03 -5.00
H -3.01 -0.26 -5.37
H -4.61 -0.59 -3.45
H -3.71 -1.04 -1.16
H 4.49 -2.71 0.05
H 5.29 -2.70 2.44
H 3.63 -1.68 4.18
H 1.50 -2.15 2.42
Cl -1.66 2.09 6.05
C -0.60 1.11 5.16
C -1.06 -0.03 4.45
C -0.14 -0.70 3.64
Cl -0.74 -1.87 2.42
C 1.25 -0.44 3.63
O 1.12 0.17 1.02
C 1.65 0.68 4.37
Cl 3.31 1.19 4.28
C 0.74 1.47 5.14
H -2.09 -0.30 4.37
H 1.08 2.36 5.65
O -0.49 2.06 -0.23
S -2.39 2.36 1.58
C -4.03 2.79 0.90
C -3.91 2.57 -0.64
C -2.56 3.21 -1.04
C -1.57 3.08 0.10
H -4.28 3.85 1.07
H -4.77 2.13 1.35
H -4.80 3.08 -1.13
H -3.96 1.51 -0.94
H -2.73 4.30 -1.20
H -2.18 2.78 -2.00
H -1.05 4.01 0.35
H 0.35 2.21 0.27

---

5.
58
Properties=species:S:1:pos:R:3 method="wB97M-V/def2-TZVPD" relative_energy_kcal_mol=15.23 total_charge=-1 fmax_ha_per_bohr=0.02134 spin_multiplicity=1
Mg 0.04 -0.16 0.07
O 3.02 1.81 -1.76
Cl 2.02 1.25 -0.92
O 1.02 2.23 -0.54
O 2.55 0.67 0.28
O 1.28 0.18 -1.63
C -3.38 4.67 1.13
C -2.08 5.21 1.76
C -2.43 6.41 2.63
C -1.13 5.67 0.65
C -1.42 4.09 2.56
C -1.17 4.18 3.94
C -0.59 3.14 4.65
C -0.23 1.99 3.96
S 0.47 0.50 4.53
C 0.43 -0.14 2.90
N -0.06 0.69 2.03
C -0.45 1.89 2.59
C -1.04 2.93 1.89
C 0.91 -1.48 2.55
C 1.31 -2.35 3.57
C 1.74 -3.62 3.25
C 1.75 -4.01 1.91
C 1.34 -3.13 0.92
C 0.90 -1.82 1.18
H -3.86 5.45 0.55
H -4.07 4.33 1.90
H -3.18 3.83 0.46
H -2.90 7.18 2.01
H -1.55 6.85 3.09
H -3.14 6.15 3.42
H -1.61 6.44 0.04
H -0.85 4.84 -0.01
H -0.21 6.08 1.07
H -1.45 5.07 4.48
H -0.43 3.23 5.71
H -1.20 2.82 0.83
H 1.28 -2.04 4.61
H 2.05 -4.31 4.03
H 2.08 -5.01 1.65
H 1.37 -3.48 -0.11
I -4.21 -2.52 1.63
C -4.13 -0.83 0.42
C -5.31 -0.16 0.08
C -5.29 0.96 -0.72
I -7.11 1.89 -1.17
C -4.07 1.46 -1.21
C -3.92 2.59 -2.05
C -2.67 2.98 -2.45
C -1.55 2.26 -2.00
N -1.65 1.21 -1.23
C -2.88 0.79 -0.84
C -2.88 -0.41 -0.02
O -1.77 -0.97 0.24
H -6.25 -0.53 0.45
H -4.79 3.14 -2.36
H -2.53 3.84 -3.09
H -0.55 2.56 -2.28

---

6.
58
Properties=species:S:1:pos:R:3 method="wB97M-V/def2-TZVPD" relative_energy_kcal_mol=7.93 total_charge=+1 fmax_ha_per_bohr=0.03212 spin_multiplicity=2 s_squared=0.7778
Ir -1.16 2.55 0.98
S -2.96 1.07 0.58
P -1.60 -0.21 -0.21
C -0.36 0.93 0.20
P 1.25 0.78 0.83
S 0.93 2.42 1.98
C 1.57 -0.70 1.77
C 1.41 -0.69 3.15
C 1.64 -1.85 3.88
C 2.03 -3.01 3.23
C 2.18 -3.03 1.84
C 1.95 -1.87 1.11
C 2.54 0.98 -0.40
C 3.80 0.39 -0.24
C 4.77 0.59 -1.22
C 4.48 1.36 -2.34
C 3.24 1.96 -2.48
C 2.27 1.78 -1.51
C -1.82 -0.44 -1.97
C -2.65 -1.45 -2.46
C -2.92 -1.52 -3.81
C -2.36 -0.60 -4.69
C -1.53 0.41 -4.21
C -1.27 0.50 -2.85
C -1.56 -1.82 0.56
C -1.05 -2.92 -0.12
C -1.03 -4.16 0.50
C -1.51 -4.30 1.79
C -2.00 -3.20 2.48
C -2.03 -1.95 1.87
H 1.11 0.22 3.65
H 1.52 -1.84 4.95
H 2.22 -3.91 3.80
H 2.48 -3.93 1.34
H 2.07 -1.89 0.03
H 4.02 -0.20 0.63
H 5.74 0.14 -1.10
H 5.24 1.50 -3.09
H 3.03 2.58 -3.34
H 1.31 2.27 -1.60
H -3.10 -2.16 -1.78
H -3.57 -2.30 -4.19
H -2.58 -0.66 -5.75
H -1.10 1.12 -4.89
H -0.64 1.29 -2.47
H -0.68 -2.82 -1.13
H -0.65 -5.02 -0.03
H -1.51 -5.27 2.27
H -2.38 -3.31 3.49
H -2.42 -1.09 2.40
F -0.88 5.35 -0.32
C -1.74 6.00 0.46
F -2.74 6.45 -0.27
F -1.12 7.00 1.05
S -2.41 4.86 1.76
O -3.00 3.74 0.96
O -3.26 5.64 2.57
O -1.21 4.23 2.37

---

Copy entry 5 word for word.
58
Properties=species:S:1:pos:R:3 method="wB97M-V/def2-TZVPD" relative_energy_kcal_mol=15.23 total_charge=-1 fmax_ha_per_bohr=0.02134 spin_multiplicity=1
Mg 0.04 -0.16 0.07
O 3.02 1.81 -1.76
Cl 2.02 1.25 -0.92
O 1.02 2.23 -0.54
O 2.55 0.67 0.28
O 1.28 0.18 -1.63
C -3.38 4.67 1.13
C -2.08 5.21 1.76
C -2.43 6.41 2.63
C -1.13 5.67 0.65
C -1.42 4.09 2.56
C -1.17 4.18 3.94
C -0.59 3.14 4.65
C -0.23 1.99 3.96
S 0.47 0.50 4.53
C 0.43 -0.14 2.90
N -0.06 0.69 2.03
C -0.45 1.89 2.59
C -1.04 2.93 1.89
C 0.91 -1.48 2.55
C 1.31 -2.35 3.57
C 1.74 -3.62 3.25
C 1.75 -4.01 1.91
C 1.34 -3.13 0.92
C 0.90 -1.82 1.18
H -3.86 5.45 0.55
H -4.07 4.33 1.90
H -3.18 3.83 0.46
H -2.90 7.18 2.01
H -1.55 6.85 3.09
H -3.14 6.15 3.42
H -1.61 6.44 0.04
H -0.85 4.84 -0.01
H -0.21 6.08 1.07
H -1.45 5.07 4.48
H -0.43 3.23 5.71
H -1.20 2.82 0.83
H 1.28 -2.04 4.61
H 2.05 -4.31 4.03
H 2.08 -5.01 1.65
H 1.37 -3.48 -0.11
I -4.21 -2.52 1.63
C -4.13 -0.83 0.42
C -5.31 -0.16 0.08
C -5.29 0.96 -0.72
I -7.11 1.89 -1.17
C -4.07 1.46 -1.21
C -3.92 2.59 -2.05
C -2.67 2.98 -2.45
C -1.55 2.26 -2.00
N -1.65 1.21 -1.23
C -2.88 0.79 -0.84
C -2.88 -0.41 -0.02
O -1.77 -0.97 0.24
H -6.25 -0.53 0.45
H -4.79 3.14 -2.36
H -2.53 3.84 -3.09
H -0.55 2.56 -2.28